No. 1
Molecular formula: C20H55BF3N3O9V2
Method: DFT, ωB97M-V/def2-TZVPD

Geometry (Å):
V  -7.717  18.186  17.653
V  -10.575  21.447  15.591
C  -9.337  17.348  20.575
O  -10.178  18.473  20.841
O  -8.836  17.323  19.303
C  -8.339  17.122  21.756
F  -7.199  17.868  21.732
F  -8.858  17.382  22.943
F  -8.006  15.803  21.744
C  -9.667  19.764  20.986
C  -10.831  20.616  21.541
H  -10.550  21.649  21.743
H  -11.738  20.455  20.958
H  -11.068  20.190  22.518
H  -9.341  20.071  19.985
H  -8.840  19.817  21.698
H  -9.969  16.461  20.663
B  -9.355  19.705  16.903
H  -9.369  18.646  16.570
H  -8.810  20.248  16.085
H  -10.346  20.203  17.010
H  -8.774  19.733  17.851
C  -9.363  23.498  17.817
C  -10.665  22.761  18.265
O  -11.575  22.498  17.148
O  -8.849  22.766  16.730
H  -8.692  23.295  18.659
H  -9.357  24.588  17.807
H  -11.237  23.421  18.918
H  -10.390  21.889  18.854
H  -12.264  23.155  17.275
H  -7.930  23.000  16.573
C  -14.181  19.051  18.323
C  -12.712  18.760  18.630
O  -12.505  17.885  19.693
O  -14.301  19.775  17.089
H  -14.665  19.543  19.170
H  -14.741  18.114  18.286
H  -12.252  19.751  18.722
H  -12.322  18.337  17.695
H  -11.681  18.136  20.133
H  -14.815  20.563  17.282
C  -4.468  19.399  20.351
C  -5.203  18.770  19.176
C  -5.328  17.185  19.127
O  -6.245  16.699  18.144
C  -6.386  15.276  18.090
N  -6.569  19.363  19.097
H  -3.460  18.982  20.257
H  -4.735  19.094  21.362
H  -4.426  20.482  20.257
H  -4.788  19.133  18.234
H  -5.685  16.831  20.096
H  -4.330  16.774  18.963
H  -5.480  14.964  17.572
H  -7.288  15.044  17.525
H  -6.615  14.829  19.058
H  -6.861  19.342  20.071
H  -6.586  20.361  18.920
C  -13.170  17.987  13.851
C  -11.919  18.767  14.353
C  -11.038  19.114  13.160
O  -9.946  19.878  13.641
C  -9.036  20.426  12.709
N  -12.304  19.961  15.066
H  -12.936  16.995  13.469
H  -13.544  18.527  12.978
H  -13.886  18.064  14.667
H  -11.472  18.116  15.106
H  -11.671  19.548  12.381
H  -10.613  18.203  12.730
H  -9.499  20.915  11.850
H  -8.352  19.671  12.316
H  -8.441  21.189  13.211
H  -12.813  20.681  14.559
H  -12.958  19.738  15.817
C  -5.610  18.695  13.623
C  -6.613  18.441  14.756
C  -7.243  17.054  14.725
O  -8.148  17.015  15.832
C  -9.125  15.996  15.712
N  -6.146  18.850  16.090
H  -6.051  18.367  12.680
H  -4.686  18.132  13.764
H  -5.418  19.753  13.447
H  -7.448  19.126  14.583
H  -6.511  16.248  14.843
H  -7.757  16.785  13.801
H  -9.977  16.080  15.034
H  -9.502  15.697  16.691
H  -8.661  15.059  15.385
H  -5.167  18.599  15.963
H  -6.062  19.861  16.133

Summary:
2S+1: 7
Net charge: +2
E_LUMO (alpha / beta) (eV): -6.128 / -6.150
Orbital gap (alpha / beta) (eV): 5.9 / 6.9

Mulliken population analysis, charges in e, atoms 1 to 4: V 1.021; V 0.443; C -0.061; O -0.770

=====

No. 2
Molecular formula: C6H10O
Method: DFT, ωB97M-V/def2-TZVPD

Geometry (Å):
C  -1.253  1.047  -0.160
C  -0.020  1.633  -0.103
C  -1.668  -0.259  0.327
C  1.151  -0.289  0.312
C  -2.857  -0.840  0.040
C  2.611  -0.569  -0.168
O  1.083  1.065  0.375
H  -2.114  1.432  -0.736
H  0.165  2.684  -0.302
H  -0.814  -0.712  0.840
H  0.539  -0.680  -0.592
H  -3.529  -0.229  -0.612
H  1.250  -0.770  1.237
H  -3.336  -1.634  0.511
H  2.688  -1.582  -0.268
H  3.346  -0.071  0.471
H  2.759  -0.227  -1.171

Summary:
ΔE to the lowest compared entry with this formula, charge and spin (kcal/mol): 64.1
SMILES: C=C/C=C\OCC
Net charge: 0
E_LUMO (eV): 0.915
Orbital gap (eV): 9.0

Mulliken population analysis, charges in e, atoms 1 to 4: C -0.244; C -0.245; C 0.211; C -0.309

=====

No. 3
Molecular formula: C32H63O21PS5
Method: DFT, ωB97M-V/def2-TZVPD

Geometry (Å):
C  0.893  -1.429  3.328
C  0.785  -1.248  1.783
C  0.656  0.251  1.405
C  1.874  0.853  0.686
C  2.179  -0.014  -0.563
C  3.073  1.114  1.597
C  2.840  1.915  2.924
C  1.649  2.872  2.916
O  1.437  3.606  1.966
C  0.702  3.004  4.106
C  0.573  4.285  4.602
C  -0.288  4.497  5.640
C  -1.019  3.466  6.173
C  -0.879  2.194  5.693
C  -0.011  1.971  4.648
O  3.555  -0.158  2.104
C  4.641  -0.695  1.510
O  5.078  -1.798  1.731
C  5.136  0.361  0.508
C  4.393  1.643  0.909
P  4.282  2.755  -0.545
O  4.352  2.068  -1.834
O  3.016  3.721  -0.482
O  5.578  3.753  -0.435
H  -0.095  -1.574  3.777
H  1.475  -2.319  3.585
H  1.413  -0.574  3.764
H  -0.077  -1.843  1.477
H  1.697  -1.703  1.395
H  -0.179  0.321  0.699
H  0.336  0.793  2.300
H  1.567  1.833  0.305
H  2.464  0.585  -1.429
H  2.880  -0.829  -0.382
H  1.236  -0.494  -0.843
H  2.755  1.187  3.734
H  3.726  2.511  3.161
H  1.143  5.099  4.172
H  -0.411  5.493  6.051
H  -1.723  3.640  6.979
H  -1.447  1.360  6.086
H  0.077  0.960  4.272
H  4.953  0.068  -0.531
H  6.229  0.389  0.566
H  5.102  2.110  1.601
H  3.242  4.616  -0.768
H  6.208  3.330  0.162
O  5.511  -5.859  -1.788
S  5.250  -4.451  -1.749
O  3.918  -3.945  -1.886
O  6.187  -3.724  -2.817
C  6.164  -4.202  -4.174
C  4.941  -3.718  -4.928
C  5.978  -3.757  -0.308
H  6.236  -5.292  -4.191
H  7.064  -3.812  -4.647
H  4.031  -4.167  -4.533
H  5.018  -3.980  -5.984
H  4.836  -2.637  -4.836
H  7.006  -4.100  -0.232
H  5.403  -4.096  0.550
H  5.934  -2.676  -0.379
O  2.010  -9.140  -5.940
S  1.747  -7.734  -5.897
O  0.417  -7.232  -6.039
O  2.690  -7.004  -6.960
C  2.672  -7.482  -8.317
C  1.451  -7.000  -9.075
C  2.473  -7.043  -4.452
H  2.746  -8.571  -8.334
H  3.573  -7.089  -8.786
H  0.540  -7.452  -8.683
H  1.532  -7.262  -10.131
H  1.343  -5.919  -8.983
H  3.502  -7.386  -4.375
H  1.897  -7.386  -3.595
H  2.429  -5.959  -4.521
O  -2.793  -0.379  0.748
S  -3.784  0.101  1.662
O  -4.544  -0.798  2.478
O  -4.783  1.062  0.882
C  -5.414  0.559  -0.315
C  -6.569  -0.372  0.003
C  -3.063  1.329  2.702
H  -4.678  0.077  -0.957
H  -5.783  1.430  -0.851
H  -6.216  -1.298  0.458
H  -7.110  -0.627  -0.908
H  -7.258  0.094  0.708
H  -2.525  2.043  2.083
H  -2.377  0.824  3.378
H  -3.850  1.823  3.270
O  -3.728  1.948  -2.405
S  -2.967  2.537  -3.466
O  -2.060  1.753  -4.243
O  -2.202  3.812  -2.901
C  -1.381  3.646  -1.726
C  -0.050  2.998  -2.047
C  -4.051  3.397  -4.555
H  -1.923  3.083  -0.964
H  -1.216  4.647  -1.332
H  -0.180  1.960  -2.357
H  0.598  3.012  -1.170
H  0.447  3.520  -2.864
H  -4.710  4.031  -3.967
H  -4.629  2.652  -5.098
H  -3.457  3.988  -5.247
O  -7.368  1.901  6.224
S  -6.769  2.525  5.084
O  -5.475  3.134  5.173
O  -7.798  3.586  4.483
C  -8.346  4.574  5.373
C  -7.364  5.694  5.656
C  -6.776  1.410  3.726
H  -8.688  4.103  6.296
H  -9.225  4.976  4.871
H  -6.517  5.336  6.240
H  -7.851  6.492  6.219
H  -6.969  6.104  4.727
H  -7.769  0.981  3.622
H  -6.049  0.627  3.939
H  -6.489  1.951  2.827

Summary:
SMILES: CCC[C@H](C)[C@@]1(CC(=O)c2ccccc2)OC(=O)C[C@H]1P(=O)(O)O.CCOS(C)(=O)=O.CCOS(C)(=O)=O.CCOS(C)(=O)=O.CCOS(C)(=O)=O.CCOS(C)(=O)=O
Net charge: 0
E_LUMO (eV): -0.009
Orbital gap (eV): 9.8

Mulliken population analysis, charges in e, atoms 1 to 4: C -1.155; C -0.634; C -0.057; C 2.646

=====

No. 4
Molecular formula: C12H10BN3O5
Method: DFT, ωB97M-V/def2-TZVPD

Geometry (Å):
O  2.920  4.636  -0.465
O  1.420  5.912  0.501
N  -0.557  -0.607  1.136
N  0.164  0.189  0.513
O  0.004  -3.926  -3.781
O  1.667  2.193  -0.939
O  -0.462  -1.580  -3.423
B  -0.461  -2.865  -2.964
C  -1.841  -3.991  0.589
C  0.343  2.870  2.967
C  -1.644  -2.757  1.225
C  0.151  1.663  2.455
C  -1.618  -4.064  -0.791
C  -0.819  -1.808  -0.877
C  0.930  3.880  2.274
C  -1.037  -1.720  0.495
C  0.566  1.394  1.141
C  1.157  2.378  0.321
C  -1.022  -3.020  -1.472
C  1.356  3.652  0.935
N  1.952  4.791  0.266
H  0.483  -3.781  -4.597
H  2.084  3.008  -1.293
H  -0.275  -1.675  -4.385
H  -2.140  -4.937  1.044
H  -0.001  3.030  3.931
H  -1.629  -2.705  2.319
H  -0.425  0.926  2.996
H  -1.912  -4.884  -1.440
H  -0.414  -1.053  -1.445
H  1.063  4.850  2.768

Summary:
SMILES: O=[N+]([O-])c1cccc(/N=N/c2cccc(B(O)O)c2)c1O
Net charge: 0
E_LUMO (eV): -0.977
Orbital gap (eV): 7.6

Mulliken population analysis, charges in e, atoms 1 to 4: O -0.594; O -0.527; N -0.247; N -0.114

=====

No. 5
Molecular formula: C32H39BrCuGeN4O2S
Method: DFT, ωB97M-V/def2-TZVPD

Geometry (Å):
Cu  -0.208  1.973  -1.320
C  -1.947  2.246  6.856
C  -1.400  1.954  5.492
C  -0.440  0.956  5.315
C  0.098  0.692  4.070
C  -0.337  1.446  2.984
C  -1.288  2.452  3.126
C  -1.813  2.694  4.383
S  0.279  1.053  1.412
O  1.550  0.402  1.480
O  0.208  2.303  0.611
N  -0.724  0.001  0.694
C  -1.992  0.472  0.292
C  -3.159  0.019  0.881
C  -4.371  0.503  0.420
C  -4.383  1.438  -0.607
C  -3.181  1.844  -1.145
N  -2.008  1.361  -0.713
H  -2.099  1.330  7.424
H  -2.890  2.786  6.801
H  -1.241  2.864  7.416
H  -0.105  0.383  6.170
H  0.857  -0.068  3.940
H  -1.595  3.044  2.275
H  -2.548  3.478  4.510
H  -3.098  -0.699  1.687
H  -5.296  0.162  0.864
H  -5.308  1.845  -0.990
H  -3.142  2.559  -1.956
Br  -5.509  -0.617  -5.713
C  -3.932  0.108  -4.995
C  -3.561  1.405  -5.324
C  -2.404  1.945  -4.782
C  -1.636  1.181  -3.916
C  -2.007  -0.117  -3.586
C  -3.153  -0.661  -4.137
N  -0.474  1.731  -3.297
C  0.493  2.196  -3.985
C  1.658  2.737  -3.267
C  2.781  3.217  -3.899
C  3.840  3.668  -3.110
C  3.726  3.615  -1.736
C  2.553  3.120  -1.170
N  1.547  2.694  -1.922
H  -4.173  1.990  -5.996
H  -2.116  2.962  -5.020
H  -1.388  -0.698  -2.912
H  -3.446  -1.675  -3.903
H  0.481  2.176  -5.073
H  2.837  3.239  -4.979
H  4.739  4.052  -3.573
H  4.525  3.951  -1.092
H  2.414  3.063  -0.099
C  3.189  -3.975  -1.427
C  1.693  -3.909  -1.715
C  1.240  -2.548  -2.246
C  1.251  -1.453  -1.174
Ge  -0.065  -1.793  0.230
C  0.439  -2.712  1.865
C  1.943  -2.904  2.058
C  2.267  -3.573  3.390
C  3.764  -3.784  3.581
H  3.465  -4.947  -1.020
H  3.507  -3.216  -0.710
H  3.759  -3.826  -2.345
H  1.126  -4.157  -0.807
H  1.433  -4.678  -2.444
H  0.232  -2.644  -2.664
H  1.892  -2.256  -3.074
H  1.010  -0.476  -1.615
H  2.235  -1.351  -0.714
H  -1.390  -2.278  -0.386
H  -0.071  -3.679  1.848
H  0.004  -2.152  2.698
H  2.456  -1.941  2.002
H  2.340  -3.521  1.246
H  1.746  -4.532  3.449
H  1.873  -2.957  4.206
H  4.171  -4.416  2.790
H  3.977  -4.266  4.534
H  4.300  -2.833  3.559

Summary:
ΔE to the lowest compared entry with this formula, charge and spin (kcal/mol): 0.0
2S+1: 2
Net charge: +2
E_LUMO (alpha / beta) (eV): -6.747 / -6.965
Orbital gap (alpha / beta) (eV): 7.1 / 6.9

Mulliken population analysis, charges in e, atoms 1 to 4: Cu -1.044; C -1.502; C 0.904; C -0.906

=====

No. 6
Molecular formula: C30H36N4O8RuS2
Method: DFT, ωB97M-V/def2-TZVPD

Geometry (Å):
Ru  -1.299  -1.714  -2.688
C  -0.934  -4.249  -5.127
O  -0.309  -3.353  -4.226
C  0.281  -3.994  -3.114
C  -0.706  -4.408  -2.020
O  -1.175  -3.334  -1.183
C  -2.577  -3.388  -0.816
C  -3.588  -3.109  -1.911
O  -3.606  -1.763  -2.339
C  -4.545  -1.579  -3.388
H  -0.199  -4.941  -5.550
H  -1.356  -3.637  -5.921
H  -1.737  -4.824  -4.653
H  1.041  -3.325  -2.702
H  0.775  -4.915  -3.447
H  -0.186  -5.114  -1.363
H  -1.559  -4.923  -2.470
H  -2.691  -2.681  0.004
H  -2.788  -4.402  -0.459
H  -4.588  -3.383  -1.549
H  -3.388  -3.762  -2.778
H  -5.538  -1.889  -3.050
H  -4.254  -2.157  -4.272
H  -4.549  -0.519  -3.625
O  -0.266  -0.851  -4.126
N  0.108  3.856  3.215
C  -0.922  3.279  2.503
C  -2.014  4.038  2.087
C  -3.044  3.450  1.370
C  -3.004  2.099  1.076
C  -1.911  1.333  1.478
C  -0.878  1.916  2.182
S  -4.307  1.320  0.161
O  -5.215  2.385  -0.238
O  -4.844  0.268  0.997
N  -3.570  0.623  -1.046
C  -3.081  1.280  -2.094
S  -3.452  2.949  -2.540
C  -2.421  2.794  -3.923
C  -1.900  1.549  -3.976
N  -2.263  0.697  -2.962
H  0.092  4.832  3.436
H  0.902  3.311  3.493
H  -2.051  5.097  2.320
H  -3.892  4.034  1.036
H  -1.860  0.283  1.217
H  -0.023  1.319  2.479
H  -2.245  3.602  -4.612
H  -1.218  1.184  -4.729
C  3.679  0.802  6.586
C  3.718  1.338  5.179
C  4.203  2.619  4.942
C  4.229  3.126  3.652
C  3.765  2.366  2.593
C  3.298  1.066  2.806
N  2.808  0.257  1.770
C  3.070  0.461  0.415
C  4.319  0.916  -0.023
C  4.586  1.063  -1.372
C  3.622  0.744  -2.319
C  2.395  0.259  -1.895
C  2.100  0.108  -0.542
C  0.745  -0.480  -0.172
O  0.440  -0.623  1.030
O  0.038  -0.829  -1.156
C  3.279  0.546  4.112
C  2.760  -0.844  4.359
H  3.944  1.582  7.300
H  4.379  -0.026  6.718
H  2.687  0.428  6.845
H  4.550  3.222  5.773
H  4.590  4.132  3.471
H  3.747  2.777  1.593
H  1.847  -0.100  1.876
H  5.084  1.143  0.709
H  5.559  1.425  -1.684
H  3.823  0.863  -3.376
H  1.629  -0.013  -2.612
H  2.792  -1.431  3.444
H  1.722  -0.826  4.701
H  3.348  -1.357  5.122

Summary:
ΔE to the lowest compared entry with this formula, charge and spin (kcal/mol): 0.0
2S+1: 6
Net charge: -1
E_LUMO (alpha / beta) (eV): 2.061 / 2.053
Orbital gap (alpha / beta) (eV): 6.3 / 6.3

Mulliken population analysis, charges in e, atoms 1 to 4: Ru -0.037; C -0.857; O -0.098; C -0.558

=====

No. 7
Molecular formula: C3H10NO2
Method: DFT, ωB97M-V/def2-TZVPD

Geometry (Å):
C  -0.355  1.140  -1.453
C  -0.074  0.427  -0.092
C  -1.386  -0.462  0.401
O  -1.049  -1.181  1.469
N  0.859  2.084  -1.851
H  -1.296  1.790  -1.397
H  -0.371  0.564  -2.388
H  0.644  -0.318  -0.193
H  0.246  1.165  0.589
H  -1.701  -1.097  -0.395
H  -2.304  0.180  0.551
H  1.628  1.588  -1.267
H  0.895  3.094  -1.699
H  1.626  -2.553  1.979
H  0.654  -1.804  1.351
O  1.657  -1.797  1.367

Summary:
ΔE to the lowest compared entry with this formula, charge and spin (kcal/mol): 38.8
Net charge: -1
E_LUMO (eV): 4.346
Orbital gap (eV): 7.1

Mulliken population analysis, charges in e, atoms 1 to 4: C -0.274; C -0.737; C -0.521; O -0.942

=====

Values of calculated total energy, in order: -3848.31169, -309.74017, -5169.49347, -1028.53212, -8301.43371, -2876.88387, -325.49281, all in a.u..